# C22H36BrN2O7PS

A 3-piece molecular cluster, C22H36BrN2O7PS overall at a distorted geometry (the ωB97M-V functional and the def2-TZVPD basis, the OMol25 dataset).

Bonds (Å) are listed after each position.
CARTESIAN COORDINATES (ANGSTROEM)
1 O 3.507 2.719 1.892  C14 1.423, C55 1.420
2 C -3.957 -4.033 -3.305  C10 1.533, H20 1.095, N58 1.464, H59 1.094
3 C -0.199 -2.660 3.957  S29 1.825, C47 1.477, C70 1.456
4 H -3.767 -1.435 -1.467  C44 1.092
5 H 6.338 7.134 0.032  C26 1.094
6 H -6.308 -3.072 -2.535  C16 1.096
7 C 2.202 0.137 2.647  C40 1.564, C52 1.359, H69 1.110
8 O 3.644 -2.571 0.835  C34 1.204
9 H 4.231 7.200 1.200  C63 1.094
10 C -4.023 -4.316 -1.800  C2 1.533, H46 1.095, O56 1.424, H68 1.094
11 C 5.776 4.764 -1.978  H17 1.090, H23 1.094, O36 1.418, H49 1.094
12 H -5.056 -2.336 -0.600  C44 1.092
13 H 1.711 4.462 0.967  C67 1.094
14 C 3.187 3.993 2.440  O1 1.423, H25 1.095, H27 1.095, C67 1.533
15 H -1.677 -4.327 3.846  C47 1.111
16 C -6.067 -2.806 -3.571  H6 1.096, H42 1.094, N58 1.461, C61 1.523
17 H 6.459 3.965 -2.266  C11 1.090
18 H 2.144 5.822 1.989  C67 1.095
19 H 1.374 -4.386 0.627  C54 1.112
20 H -4.346 -4.901 -3.846  C2 1.095
21 C 1.546 -2.693 2.075  C34 1.568, C54 1.442, C70 1.482
22 H -5.658 0.938 -4.231  C64 1.094
23 H 4.766 4.348 -1.932  C11 1.094
24 H 3.087 0.230 0.693  C52 1.111
25 H 2.436 3.799 3.212  C14 1.095
26 C 5.548 6.470 -0.332  H5 1.094, O36 1.426, H51 1.096, C63 1.523
27 H 4.050 4.417 2.964  C14 1.095
28 H 4.601 2.895 0.144  C55 1.092
29 S -0.943 -1.878 5.428  C3 1.825, H65 1.383
30 H -7.741 -1.492 -3.750  C61 1.094
31 H 5.498 3.321 1.640  C55 1.092
32 H -3.591 -1.804 0.241  C44 1.092
33 H 3.709 4.689 -0.198  N41 1.012
34 C 2.769 -1.974 1.407  O8 1.204, C21 1.568, C52 1.563
35 O -1.217 -5.536 -0.218  H48 0.991, P50 1.687
36 O 6.189 5.255 -0.714  C11 1.418, C26 1.426
37 H -6.418 -1.073 -4.842  C61 1.096
38 H -5.210 1.243 -2.545  C64 1.090
39 O -6.232 -0.494 -2.835  C61 1.426, C64 1.417
40 C 1.672 -0.784 3.796  C7 1.564, O57 1.205, C70 1.565
41 N 3.397 5.477 0.354  H33 1.012, C63 1.461, C67 1.464
42 H -6.550 -3.533 -4.231  C16 1.094
43 H 5.102 5.707 1.599  C63 1.096
44 C -3.979 -2.187 -0.705  H4 1.092, H12 1.092, H32 1.092, O56 1.419
45 Br -3.021 -6.416 2.199  P50 2.280
46 H -5.048 -4.424 -1.431  C10 1.095
47 C -0.773 -3.890 3.372  C3 1.477, H15 1.111, C66 1.466
48 H -1.642 -4.641 -0.200  O35 0.991
49 H 5.820 5.547 -2.741  C11 1.094
50 P -0.933 -6.032 1.369  O35 1.687, Br45 2.280, C66 1.863
51 H 5.069 6.965 -1.184  C26 1.096
52 C 2.730 -0.415 1.523  C7 1.359, H24 1.111, C34 1.563
53 H -4.204 -2.026 -3.362  N58 1.012
54 C 0.960 -3.894 1.534  H19 1.112, C21 1.442, C66 1.469
55 C 4.745 2.663 1.201  O1 1.420, H28 1.092, H31 1.092, H62 1.092
56 O -3.292 -3.394 -0.998  C10 1.424, C44 1.419
57 O 1.828 -0.534 4.964  C40 1.205
58 N -4.625 -2.831 -3.807  C2 1.464, C16 1.461, H53 1.012
59 H -2.902 -3.940 -3.580  C2 1.094
60 H -4.319 0.028 -3.470  C64 1.094
61 C -6.652 -1.424 -3.831  C16 1.523, H30 1.094, H37 1.096, O39 1.426
62 H 5.112 1.636 1.257  C55 1.092
63 C 4.562 6.235 0.805  H9 1.094, C26 1.523, N41 1.461, H43 1.096
64 C -5.306 0.470 -3.307  H22 1.094, H38 1.090, O39 1.417, H60 1.094
65 H -2.028 -2.710 5.631  S29 1.383
66 C -0.213 -4.511 2.168  C47 1.466, P50 1.863, C54 1.469
67 C 2.557 4.969 1.440  H13 1.094, C14 1.533, H18 1.095, N41 1.464
68 H -3.545 -5.287 -1.637  C10 1.094
69 H 2.152 1.244 2.705  C7 1.110
70 C 0.962 -2.084 3.293  C3 1.456, C21 1.482, C40 1.565

Multiplicity: 1
HOMO: -8.80 eV
Structure (SMILES): O=C1C=CC(=O)c2c(S)cc(P(O)Br)cc21.COCCNCCOC.COCCNCCOC
Kohn-Sham gap: 7.8624 eV
Net charge: 0